DFT (ωB97M-V/def2-TZVPD) results for a 3-piece molecular cluster, C2H11N2O2 overall.

The geometry in ORCA input format:
```
! wB97M-V def2-TZVPD RIJCOSX def2/J DEFGRID3
* xyz 1 1
H 3.0431 1.8205 -0.2960
H -0.5633 1.4741 -0.6206
H 0.6102 1.4338 1.8957
H 2.3597 2.2414 -1.5422
N -0.2865 -0.0717 0.7048
C -0.3104 0.8524 1.8560
O -1.1162 -2.8040 -0.4294
H -0.1407 -1.0701 0.7849
H -1.1474 1.5332 1.7024
H -0.6533 -3.5366 0.0004
N -0.2329 -0.3050 -1.5989
H -0.5568 0.1304 -2.4467
H -0.4202 -1.3004 -1.5474
C -0.3120 0.4273 -0.4974
O 2.2193 1.6427 -0.7831
H -0.5426 0.3130 2.7578
H -1.9500 -2.7809 0.0598
*
```

E_tot = -342.57419 a.u.
Largest force on an atom = 0.024 hartree/bohr
ΔE to the lowest compared entry with this formula, charge and spin = 37.4 kJ/mol
HOMO level = -14.737 eV
Orbital gap = 11.798 eV

Atomic partial charges in e from the Löwdin method, atoms 1 to 2:
1. H 0.060
2. H 0.163